1.
Here is C8H13FN2O2 in the gas phase in a non-equilibrium geometry from the OMol25 dataset. Energies are from wB97M-V/def2-TZVPD.

**Charge**: 0
**Energy above the lowest of the compared OMol25 structures with the same formula, charge and spin**: 0.0 kJ/mol
**E_LUMO**: 0.0256 hartree
**Frontier orbital gap**: 9.191 eV
**F_max**: 4.444 eV Å⁻¹

Geometry (Å):
C: -2.963 0.163 -0.552
C: -0.521 -1.565 -0.420
C: 0.925 -1.017 -0.741
C: 0.242 -0.135 1.416
C: 2.642 0.166 0.629
C: -0.982 -0.630 0.663
C: 2.351 1.349 -0.224
C: -1.543 0.568 -0.082
N: 1.391 -0.647 0.622
N: 2.603 1.453 -1.451
O: -3.876 0.167 0.494
O: -3.347 -0.005 -1.679
F: -1.608 1.806 0.693
H: -1.236 -1.548 -1.341
H: -0.517 -2.673 -0.103
H: 1.563 -1.734 -1.293
H: 0.691 -0.194 -1.463
H: 0.334 0.864 1.463
H: 0.418 -0.578 2.397
H: 3.513 -0.323 0.364
H: 2.866 0.465 1.593
H: -1.582 -1.114 1.395
H: 1.883 2.163 0.314
H: 2.462 2.335 -1.831
H: -4.762 -0.099 0.088
H: -0.947 0.764 -0.950

Formally, the Löwdin partial charges of the atoms, in units of the elementary charge, are as follows: -0.432 -0.124 -0.167 -0.109 -0.148 -0.258 -0.243 -0.147 -0.117 0.121 0.075 0.119 -0.022 0.142 0.139 0.126 0.092 0.063 0.132 0.095 0.093 0.141 0.112 0.021 0.156 0.141

---

2.
Here is 2 unconnected molecules or ions with the total composition C8H17Cl2N2O4PS in a non-equilibrium geometry from the OMol25 dataset. Energies are from wB97M-V/def2-TZVPD.

**Charge**: 0
**E_LUMO**: -0.0731 hartree
**Frontier orbital gap**: 4.736 eV
**F_max**: 5.254 eV Å⁻¹

Geometry (Å):
C: 2.955 1.146 -0.893
C: 2.924 0.247 0.477
C: 1.477 0.189 1.244
C: 0.164 0.242 0.264
C: 0.202 -0.951 -0.861
C: -0.513 -2.356 -0.414
C: -1.620 -2.226 0.787
C: -1.404 -0.956 1.802
S: -3.012 -0.836 2.826
N: -1.170 0.319 1.021
Cl: -2.409 0.560 -0.207
P: -1.302 1.710 2.126
O: -2.943 2.367 1.957
Cl: -0.038 3.328 1.589
H: 2.230 2.086 -0.869
H: 4.032 1.596 -1.143
H: 2.612 0.421 -1.775
H: 3.743 0.720 1.203
H: 3.320 -0.839 0.206
H: 1.437 -0.869 1.795
H: 1.497 0.990 2.097
H: 0.223 1.267 -0.344
H: 1.293 -1.234 -1.234
H: -0.363 -0.555 -1.831
H: -1.109 -2.745 -1.372
H: 0.279 -3.220 -0.189
H: -1.559 -3.242 1.411
H: -2.715 -2.210 0.339
H: -0.566 -1.216 2.584
H: -2.754 -1.124 4.176
H: -2.867 3.060 1.217
N: -0.512 1.082 -4.498
O: -0.450 -0.084 -4.921
O: 0.276 1.466 -3.617
O: -1.362 1.865 -4.954

Formally, the Löwdin partial charges of the atoms, in units of the elementary charge, are as follows: -0.134 -0.245 -0.186 -0.357 -0.140 -0.177 -0.227 -0.641 0.709 -0.762 0.865 0.662 -0.403 0.270 0.086 0.095 0.088 0.119 0.118 0.122 0.085 0.127 0.134 0.118 0.137 0.125 0.139 0.107 0.141 -0.088 0.067 -0.675 -0.087 -0.118 -0.075

---

3.
Here is a molecular structure, C9H7Br2N in a non-equilibrium geometry from the OMol25 dataset. Energies are from wB97M-V/def2-TZVPD.

**Charge**: 0
**Energy above the lowest of the compared OMol25 structures with the same formula, charge and spin**: 80.5 kJ/mol
**E_LUMO (alpha / beta)**: -0.0293 / -0.0582 hartree
**Frontier orbital gap (alpha / beta)**: 7.358 / 6.701 eV
**F_max**: 2.760 eV Å⁻¹

Geometry (Å):
C: 0.274 -1.076 -1.483
C: -0.281 -1.674 -0.392
C: 0.712 0.247 -1.403
C: -0.395 -1.071 0.887
C: 0.873 2.288 0.213
C: 0.496 2.363 1.540
C: 0.616 0.884 -0.129
C: -0.017 0.253 0.996
C: 2.415 0.440 2.672
N: 0.060 1.217 2.047
Br: 3.224 1.694 1.668
Br: 2.607 -1.395 2.173
H: -0.022 -1.354 -2.457
H: -0.700 -2.643 -0.497
H: 1.041 0.655 -2.350
H: -0.880 -1.678 1.615
H: 1.166 2.936 -0.595
H: 0.644 3.274 2.143
H: 2.506 0.500 3.706

Formally, the Löwdin partial charges of the atoms, in units of the elementary charge, are as follows: -0.109 -0.093 -0.007 -0.056 -0.083 -0.326 -0.209 -0.277 -1.027 0.074 0.875 0.665 0.092 0.093 0.106 0.099 0.111 0.114 -0.040

---

4.
Here is a molecular structure, C31H36BrF6KN8O6S2Se from the OMol25 dataset. Energies are from wB97M-V/def2-TZVPD.

**Charge**: -2
**Energy above the lowest of the compared OMol25 structures with the same formula, charge and spin**: 125.0 kJ/mol
**E_LUMO**: 0.1401 hartree
**Frontier orbital gap**: 5.692 eV
**F_max**: 0.531 eV Å⁻¹

Geometry (Å):
K: 2.228 -0.059 0.401
O: -2.851 -3.483 1.894
C: -2.366 -2.733 2.930
C: -3.157 -2.602 4.063
C: -2.717 -1.820 5.123
C: -1.492 -1.175 5.051
C: -0.702 -1.336 3.919
C: -1.116 -2.112 2.851
C: -0.185 -2.301 1.637
O: 0.964 -1.659 1.734
N: -1.021 -1.870 0.435
N: -0.735 -2.484 -0.719
C: -0.919 -1.886 -1.840
C: -0.837 -2.694 -3.054
Br: 0.271 -1.931 -4.429
C: -1.400 -3.871 -3.344
C: -2.467 -4.623 -2.662
C: -3.238 -4.167 -1.588
C: -4.256 -4.943 -1.059
C: -4.537 -6.198 -1.584
C: -3.792 -6.663 -2.657
C: -2.778 -5.882 -3.187
H: -2.353 -3.203 1.106
H: -4.122 -3.093 4.088
H: -3.347 -1.705 5.998
H: -1.157 -0.544 5.865
H: 0.275 -0.877 3.829
H: -0.102 -3.395 1.452
H: -1.201 -0.860 0.390
H: -1.133 -0.819 -1.933
H: -1.076 -4.338 -4.269
H: -3.051 -3.193 -1.165
H: -4.819 -4.560 -0.218
H: -5.327 -6.804 -1.158
H: -4.000 -7.637 -3.084
H: -2.204 -6.252 -4.030
C: 2.593 1.329 -5.783
N: 3.169 1.352 -4.448
C: 4.374 0.558 -4.320
C: 2.299 1.334 -3.355
N: 2.419 0.594 -2.328
N: 1.300 2.298 -3.463
C: 0.184 2.259 -2.563
N: 0.334 3.069 -1.459
N: -0.842 1.607 -2.918
H: 3.250 1.854 -6.481
H: 1.621 1.812 -5.770
H: 2.463 0.300 -6.143
H: 5.059 0.836 -5.123
H: 4.179 -0.521 -4.396
H: 4.858 0.760 -3.364
H: 3.119 -0.128 -2.469
H: 1.677 3.225 -3.609
H: 1.261 3.059 -1.055
H: -0.425 2.983 -0.778
H: -1.549 1.666 -2.183
F: 6.978 -0.795 -2.172
C: 7.038 -0.993 -0.851
F: 7.192 -2.301 -0.635
F: 8.114 -0.362 -0.383
S: 5.505 -0.412 -0.012
O: 4.463 -1.203 -0.610
O: 5.748 -0.579 1.391
N: 5.486 1.071 -0.507
S: 4.956 2.278 0.351
O: 3.531 2.236 0.575
O: 5.798 2.681 1.436
C: 5.159 3.573 -0.946
F: 6.434 3.694 -1.324
F: 4.760 4.746 -0.448
F: 4.425 3.309 -2.027
C: -3.003 4.570 5.781
C: -2.834 3.868 4.459
C: -3.892 3.727 3.574
C: -3.759 3.060 2.357
C: -4.953 2.932 1.456
C: -2.518 2.511 1.989
Se: -2.318 1.564 0.348
C: -1.435 2.661 2.878
C: -0.097 2.084 2.535
C: -1.611 3.324 4.087
H: -3.994 5.024 5.857
H: -2.263 5.363 5.915
H: -2.891 3.880 6.622
H: -4.863 4.142 3.837
H: -5.824 3.426 1.895
H: -5.186 1.881 1.273
H: -4.745 3.363 0.475
H: 0.303 2.548 1.629
H: -0.191 1.018 2.318
H: 0.623 2.226 3.344
H: -0.760 3.414 4.758

Formally, the Löwdin partial charges of the atoms, in units of the elementary charge, are as follows: 0.763 0.024 -0.275 -0.040 -0.119 -0.106 -0.038 -0.091 -0.503 -0.343 -0.008 0.039 -0.224 -0.624 0.679 -0.128 -0.199 -0.023 -0.078 -0.110 -0.111 -0.063 0.059 0.102 0.086 0.087 0.104 0.139 0.031 0.093 0.076 0.099 0.103 0.091 0.090 0.101 -0.078 -0.171 -0.079 -0.491 0.141 0.096 -0.559 0.136 0.140 0.077 0.078 0.077 0.085 0.096 0.071 0.024 0.134 0.074 -0.003 -0.048 0.124 -0.677 0.133 0.133 0.549 -0.341 -0.261 -0.292 0.582 -0.371 -0.264 -0.678 0.129 0.131 0.131 -0.079 -0.301 -0.046 -0.322 -0.126 -0.576 0.626 -0.304 -0.097 -0.036 0.061 0.067 0.069 0.098 0.059 0.057 0.054 0.058 0.041 0.078 0.108

---

5.
Here is C3H4N4O in the gas phase in a non-equilibrium geometry from the OMol25 dataset. Energies are from wB97M-V/def2-TZVPD.

**Charge**: 0
**Energy above the lowest of the compared OMol25 structures with the same formula, charge and spin**: 354.7 kJ/mol
**E_LUMO**: -0.0056 hartree
**Frontier orbital gap**: 8.847 eV
**F_max**: 7.383 eV Å⁻¹

Geometry (Å):
C: -0.097 0.335 0.363
C: 0.505 1.494 -1.233
C: 0.379 -0.554 -0.610
H: -1.002 -1.149 2.860
H: 0.134 -1.716 1.588
H: 0.591 2.372 -1.965
H: -0.588 -2.017 -0.010
N: -0.610 -1.113 1.997
N: -0.630 0.045 1.446
N: 0.847 0.255 -1.618
N: 0.000 -1.809 -0.706
O: -0.138 1.653 -0.178

Formally, the Löwdin partial charges of the atoms, in units of the elementary charge, are as follows: -0.286 -0.222 -0.395 0.074 0.133 0.171 -0.042 0.069 0.059 0.138 0.171 0.128

---

6.
Here is a molecular structure, H30O15 in a non-equilibrium geometry from the OMol25 dataset. Energies are from wB97M-V/def2-TZVPD.

**Charge**: 0
**Energy above the lowest of the compared OMol25 structures with the same formula, charge and spin**: 948.8 kJ/mol
**E_LUMO**: -0.0167 hartree
**Frontier orbital gap**: 9.090 eV
**F_max**: 12.503 eV Å⁻¹

Geometry (Å):
O: 2.507 -0.941 -0.864
H: 3.304 -0.827 -0.188
H: 2.956 -1.375 -1.511
O: -0.158 0.120 0.474
H: -0.882 -0.192 -0.075
H: 0.768 0.030 0.229
O: -1.542 1.272 -3.278
H: -1.684 0.905 -2.346
H: -0.497 1.192 -3.336
O: 3.014 1.868 0.369
H: 2.213 2.102 0.272
H: 3.416 1.636 -0.554
O: 1.255 -2.569 2.093
H: 0.708 -2.135 1.593
H: 1.723 -1.915 2.703
O: 1.790 0.800 -1.820
H: 2.143 0.117 -1.137
H: 2.569 1.267 -2.083
O: -1.962 -2.161 2.662
H: -1.976 -3.214 2.889
H: -1.810 -2.257 1.800
O: 0.473 2.600 1.431
H: 0.493 3.387 1.994
H: 0.174 1.840 1.978
O: -2.163 -1.782 0.546
H: -2.728 -2.360 -0.081
H: -2.560 -1.103 1.075
O: -3.031 -0.877 -2.801
H: -2.844 -0.141 -2.154
H: -2.379 -1.520 -2.466
O: -0.427 -1.945 -2.453
H: 0.140 -1.207 -2.583
H: 0.038 -2.641 -2.828
O: -1.062 2.613 -0.473
H: -0.459 3.084 -0.778
H: -0.412 1.955 -0.244
O: 3.541 -0.494 1.763
H: 2.866 -0.716 2.330
H: 3.300 0.386 1.319
O: -0.728 0.516 2.813
H: -1.219 -0.085 3.411
H: -0.776 0.163 1.846
O: -2.615 1.364 -0.887
H: -3.073 0.949 -0.079
H: -2.403 2.294 -0.576

Formally, the Löwdin partial charges of the atoms, in units of the elementary charge, are as follows: 0.082 0.155 0.061 -0.034 0.055 0.062 -0.133 -0.010 0.081 0.012 -0.108 0.119 0.014 -0.097 0.079 -0.109 -0.184 0.011 -0.082 0.158 -0.183 -0.058 0.078 0.019 -0.040 0.163 0.060 -0.093 -0.002 -0.012 0.011 0.016 0.019 0.024 -0.043 0.037 -0.041 -0.034 0.039 -0.122 0.047 -0.001 -0.150 0.099 0.034